No. 1
C24H41Cl4IrN5O4P | wB97M-V/def2-TZVPD

Atoms and positions in Å:
Ir -0.336 0.186 -0.237
Cl -5.912 4.305 0.664
C -4.846 3.100 0.106
C -5.298 2.159 -0.872
Cl -6.903 2.237 -1.434
C -4.443 1.189 -1.354
Cl -4.951 0.059 -2.541
C -3.120 1.087 -0.874
O -2.311 0.183 -1.268
C -2.658 2.045 0.136
O -1.469 1.941 0.571
C -3.558 3.038 0.592
Cl -2.993 4.152 1.765
O -0.272 -1.348 1.446
P -0.839 -2.752 1.430
N -0.689 -3.431 -0.092
C 0.266 -4.494 -0.419
C -0.074 -4.798 -1.874
C -0.432 -3.422 -2.463
C -0.902 -2.597 -1.254
N -0.024 -3.698 2.491
C 1.407 -3.519 2.779
C 1.603 -4.219 4.124
C 0.538 -5.318 4.093
C -0.656 -4.607 3.469
N -2.425 -2.889 1.845
C -2.982 -1.885 2.764
C -3.842 -0.973 1.872
C -4.219 -1.853 0.654
C -3.511 -3.197 0.904
H 0.130 -5.350 0.239
H 1.306 -4.150 -0.332
H -0.937 -5.461 -1.917
H 0.755 -5.274 -2.394
H -1.215 -3.492 -3.215
H 0.436 -2.961 -2.937
H -1.940 -2.270 -1.328
H -0.296 -1.646 -1.167
H 1.666 -2.459 2.809
H 2.017 -4.005 2.008
H 1.399 -3.530 4.945
H 2.613 -4.607 4.240
H 0.307 -5.712 5.080
H 0.864 -6.144 3.459
H -1.196 -4.039 4.233
H -1.362 -5.276 2.982
H -2.188 -1.351 3.286
H -3.602 -2.394 3.505
H -3.261 -0.104 1.558
H -4.720 -0.617 2.407
H -3.870 -1.400 -0.275
H -5.295 -1.992 0.570
H -3.129 -3.675 0.007
H -4.193 -3.894 1.397
N 4.585 3.294 0.515
C 3.692 2.277 1.171
C 2.555 1.861 0.227
N 1.610 0.959 0.868
H 5.351 3.566 1.135
H 4.063 4.139 0.275
H 4.997 2.926 -0.344
H 3.294 2.723 2.081
H 4.306 1.420 1.443
H 2.965 1.373 -0.660
H 2.005 2.743 -0.108
H 1.111 1.417 1.627
H 2.050 0.120 1.235
C -0.745 1.252 -3.917
C 0.434 0.345 -4.315
C 1.373 0.406 -3.097
O 0.745 1.269 -2.122
C -0.117 2.156 -2.873
H -1.537 0.668 -3.448
H -1.157 1.803 -4.759
H 0.941 0.727 -5.198
H 0.103 -0.670 -4.523
H 2.342 0.838 -3.367
H 1.544 -0.563 -2.627
H 0.502 2.931 -3.337
H -0.820 2.615 -2.179

Results
maximum force = 1.6 eV Å⁻¹
total charge = +2
energy relative to the best compared isomer or geometry (same formula, charge and spin) = 0.5 kcal/mol
frontier orbital gap (alpha / beta) = 6.561 / 6.110 eV
spin multiplicity = 5
highest occupied orbital energy (alpha / beta) = -12.4 / -12.8 eV

***

No. 2
C23H18FN3O2S3 | wB97M-V/def2-TZVPD

Atoms and positions in Å:
C 0.177 1.425 -5.745
S -1.318 2.304 -6.495
C -2.553 2.398 -5.204
C -3.803 1.951 -5.467
C -4.588 1.903 -4.195
N -5.905 1.580 -3.987
C -6.455 2.021 -2.935
C -5.792 2.493 -1.819
C -4.418 2.609 -1.926
O -3.764 3.178 -0.835
C -2.640 2.530 -0.243
C -2.652 1.127 -0.268
C -1.548 0.426 0.251
C -0.453 1.018 0.973
N 0.640 0.396 1.518
C 1.022 -0.975 1.480
S 0.353 -2.142 0.534
N 2.111 -1.513 2.042
C 3.292 -0.897 2.141
O 3.301 0.259 2.132
C 4.661 -1.670 2.449
C 4.485 -2.821 3.369
C 4.498 -2.586 4.776
C 4.447 -3.729 5.694
C 4.240 -4.917 5.135
C 4.339 -5.122 3.775
C 4.403 -4.128 2.874
C -0.515 2.462 1.046
C -1.547 3.176 0.364
F -1.491 4.501 0.261
C -3.817 2.464 -3.199
S -2.190 2.981 -3.586
H 0.400 1.890 -4.770
H 1.052 1.609 -6.436
H -0.116 0.406 -5.609
H -4.238 1.723 -6.474
H -7.580 1.956 -2.932
H -6.371 2.903 -0.952
H -3.453 0.453 -0.566
H -1.694 -0.692 0.081
H 1.298 0.987 1.921
H 1.942 -2.510 2.114
H 5.356 -0.965 2.966
H 5.101 -1.863 1.418
H 4.534 -1.597 5.131
H 4.447 -3.696 6.780
H 3.864 -5.751 5.676
H 4.124 -6.153 3.386
H 4.540 -4.491 1.857
H 0.271 3.093 1.500

Results
maximum force = 6.4 eV Å⁻¹
total charge = 0
energy relative to the best compared isomer or geometry (same formula, charge and spin) = 70.0 kcal/mol
frontier orbital gap = 8.125 eV
spin multiplicity = 1
highest occupied orbital energy = -8.2 eV

***

No. 3
C13H17B2Br4N2O19 | wB97M-V/def2-TZVPD

Atoms and positions in Å:
N -0.224 1.177 -0.713
H 0.370 1.702 -0.088
H -0.200 0.195 -0.478
H 0.140 1.297 -1.647
H -1.163 1.542 -0.631
N 1.765 -3.957 2.606
H 2.034 -4.865 2.254
H 1.250 -4.043 3.470
H 1.218 -3.485 1.901
H 2.584 -3.383 2.750
O 5.425 -2.218 0.436
C 5.733 -1.297 -0.304
O 5.738 0.064 -0.075
B 5.784 0.785 -1.369
O 6.218 -0.270 -2.300
C 6.158 -1.457 -1.683
O 6.171 -2.469 -2.307
O 6.825 1.815 -1.332
C 6.352 2.983 -1.546
O 6.902 4.037 -1.498
C 4.782 2.834 -1.518
O 4.496 1.513 -1.430
O 3.934 3.750 -1.641
O -5.077 -6.379 -1.665
C -5.594 -5.213 -1.813
O -5.295 -4.254 -2.728
B -6.040 -3.044 -2.426
O -7.073 -3.498 -1.476
C -6.835 -4.692 -1.059
O -7.455 -5.226 -0.160
O -5.095 -2.112 -1.838
C -5.180 -0.956 -2.292
O -4.654 0.032 -1.839
C -6.329 -1.039 -3.441
O -6.579 -2.320 -3.554
O -6.673 -0.158 -4.192
O 1.244 -1.917 -3.693
C 1.152 -2.907 -2.795
O 0.817 -2.552 -1.636
O 1.132 -4.120 -3.181
H 1.164 -2.556 -4.405
Br 2.504 2.284 3.453
C 4.072 3.512 3.774
C 3.538 4.846 4.327
Br 4.976 6.145 4.359
H 4.641 3.724 2.868
H 4.747 3.059 4.500
H 3.223 4.726 5.363
H 2.645 5.256 3.857
Br -3.477 4.231 1.310
C -5.201 3.651 2.203
C -5.225 2.209 2.551
Br -3.457 1.374 3.085
H -6.017 3.719 1.483
H -5.429 4.314 3.038
H -5.628 1.610 1.734
H -5.836 2.002 3.431

Results
maximum force = 6.0 eV Å⁻¹
total charge = -1
energy relative to the best compared isomer or geometry (same formula, charge and spin) = 123.7 kcal/mol
frontier orbital gap = 4.815 eV
spin multiplicity = 1
highest occupied orbital energy = -5.4 eV

***

No. 4
CH3MgO2Sm | wB97M-V/def2-TZVPD

Atoms and positions in Å:
O -1.847 1.974 2.061
Sm -1.665 0.142 0.783
O -0.018 -1.055 -0.288
C 1.019 -1.125 -1.196
Mg -1.516 3.503 3.029
H 1.052 -0.263 -1.893
H 1.996 -1.140 -0.672
H 0.979 -2.037 -1.824

Results
maximum force = 1.3 eV Å⁻¹
total charge = 0
frontier orbital gap (alpha / beta) = 5.806 / 7.436 eV
spin multiplicity = 8
highest occupied orbital energy (alpha / beta) = -6.3 / -8.2 eV

***

No. 5
C4H27N2O9S | wB97M-V/def2-TZVPD

Atoms and positions in Å:
N 0.012 -1.017 -1.197
C -1.245 -0.212 -1.029
C -0.829 0.940 -0.110
C -1.990 1.658 0.611
S -3.157 0.507 1.444
C -1.684 0.402 -2.374
N -2.952 0.084 -2.726
O -1.027 1.255 -2.931
H -0.123 -1.870 -1.748
H 0.412 -1.368 -0.323
H 0.800 -0.478 -1.619
H -1.980 -0.934 -0.662
H -0.385 1.726 -0.727
H -0.086 0.670 0.647
H -1.645 2.293 1.429
H -2.596 2.212 -0.099
H -2.379 -0.032 2.380
H -3.352 0.335 -3.620
H -3.290 -0.833 -2.465
H -1.574 -2.896 -0.059
H -2.264 -3.870 -1.094
O -1.787 -3.031 -1.008
H 0.195 -0.598 3.857
H -0.807 -1.650 4.248
O -0.716 -0.917 3.610
H 2.603 1.377 0.107
H 2.330 2.374 1.267
O 2.169 1.475 0.983
H 3.224 -1.828 0.565
H 3.431 -0.901 -0.637
O 2.759 -1.438 -0.196
H 1.988 0.794 4.297
H 2.282 -0.068 3.168
O 1.801 -0.112 4.004
H -0.681 -1.684 2.047
H -0.050 -2.983 1.378
O -0.498 -2.151 1.187
H 1.414 1.573 -2.296
H 1.293 0.762 -3.467
O 1.795 0.746 -2.616
H 3.010 2.968 -2.184
H 3.051 3.558 -0.677
O 2.528 3.163 -1.360

Results
maximum force = 1.7 eV Å⁻¹
total charge = +2
energy relative to the best compared isomer or geometry (same formula, charge and spin) = 0.0 kcal/mol
frontier orbital gap (alpha / beta) = 10.881 / 5.425 eV
spin multiplicity = 2
highest occupied orbital energy (alpha / beta) = -16.7 / -16.7 eV

***

No. 6
C5H3NO2 | wB97M-V/def2-TZVPD

Atoms and positions in Å:
O -0.701 -2.213 1.624
C -1.283 -1.491 0.708
C -0.423 -0.507 0.163
N -0.652 0.004 -0.958
C 0.466 1.106 -1.020
O 0.786 1.950 -1.972
C 1.164 1.083 0.251
C 0.596 0.137 1.046
H -2.369 -1.694 0.321
H 2.223 1.694 0.161
H 0.910 0.099 2.115

Results
maximum force = 7.5 eV Å⁻¹
total charge = 0
energy relative to the best compared isomer or geometry (same formula, charge and spin) = 61.7 kcal/mol
frontier orbital gap = 8.491 eV
spin multiplicity = 1
highest occupied orbital energy = -10.7 eV

***

No. 7
C17H33KN4O7P2 | wB97M-V/def2-TZVPD

Atoms and positions in Å:
K -0.337 -0.128 0.907
C -1.454 -1.864 -4.310
C -0.208 -1.765 -3.463
C 0.579 -0.613 -3.499
C 1.740 -0.511 -2.743
C 2.636 0.705 -2.831
C 2.091 -1.574 -1.911
C 1.323 -2.729 -1.836
C 1.728 -3.875 -0.939
C 0.179 -2.812 -2.634
H -1.202 -1.900 -5.373
H -2.104 -0.998 -4.161
H -2.025 -2.763 -4.074
H 0.281 0.219 -4.132
H 3.566 0.458 -3.347
H 2.907 1.070 -1.834
H 2.157 1.516 -3.382
H 3.005 -1.505 -1.324
H 2.403 -4.556 -1.463
H 0.857 -4.452 -0.621
H 2.231 -3.517 -0.039
H -0.431 -3.711 -2.594
C 1.212 4.691 0.080
C 0.284 3.700 0.781
O -0.614 4.413 1.641
P -0.807 2.816 -0.393
O -1.692 3.961 -1.068
O 0.023 2.382 -1.671
O -1.591 1.743 0.264
P 1.283 2.372 1.585
O 0.217 1.846 2.736
O 2.505 2.829 2.292
O 1.356 1.338 0.493
H 0.648 5.369 -0.563
H 1.948 4.168 -0.529
H 1.741 5.266 0.838
H -0.814 3.845 2.397
H -2.101 4.518 -0.390
H 0.738 1.787 -1.368
H 0.654 2.011 3.582
N -2.056 -0.884 2.827
C -3.292 -0.303 2.257
C -3.941 -1.240 1.231
C -3.335 -1.179 -0.171
N -1.993 -1.796 -0.229
H -2.280 -1.684 3.405
H -1.595 -0.207 3.429
H -3.023 0.629 1.752
H -4.021 -0.066 3.033
H -5.000 -0.980 1.147
H -3.904 -2.273 1.604
H -3.234 -0.130 -0.459
H -4.032 -1.646 -0.875
H -1.610 -1.691 -1.164
H -2.063 -2.793 -0.060
N 2.927 -0.135 2.860
C 2.267 -0.574 3.986
C 1.511 -1.633 3.575
N 1.676 -1.843 2.215
C 2.531 -0.923 1.829
H 3.406 0.753 2.764
H 2.405 -0.115 4.952
H 0.863 -2.260 4.169
H 2.878 -0.778 0.818

Results
maximum force = 2.5 eV Å⁻¹
total charge = 0
energy relative to the best compared isomer or geometry (same formula, charge and spin) = 20.1 kcal/mol
frontier orbital gap = 9.047 eV
spin multiplicity = 1
highest occupied orbital energy = -8.9 eV

***

No. 8
C16H23N7O4Pm | wB97M-V/def2-TZVPD

Atoms and positions in Å:
Pm 8.486 10.421 9.499
N 10.660 10.573 8.120
C 10.536 10.181 6.756
C 9.249 9.431 6.394
O 9.082 8.826 5.352
N 8.189 9.534 7.267
C 6.887 9.595 6.701
C 6.011 10.413 7.664
O 5.187 11.228 7.266
O 6.359 10.297 8.980
H 10.953 11.527 8.277
H 11.308 9.956 8.610
H 11.296 9.539 6.393
H 10.573 11.046 6.139
H 6.268 8.656 6.442
H 6.957 10.015 5.632
C 9.690 11.138 14.487
C 9.238 10.940 13.129
N 8.931 10.612 12.037
H 8.926 10.799 15.186
H 10.098 12.135 14.647
H 10.524 10.454 14.781
N 8.755 12.805 9.337
C 7.925 13.601 9.053
N 7.117 14.634 8.863
C 6.199 14.459 7.758
C 4.762 14.286 8.205
O 4.369 15.340 9.120
C 5.170 15.456 10.317
C 6.692 15.541 9.931
H 6.500 13.543 7.238
H 6.338 15.418 7.217
H 4.574 13.249 8.480
H 4.167 14.380 7.218
H 4.977 14.575 10.991
H 4.920 16.433 10.729
H 7.383 15.536 10.787
H 6.924 16.553 9.534
N 6.023 7.899 10.296
C 7.170 7.226 10.612
C 7.080 5.857 10.973
C 8.184 5.023 10.688
C 9.307 5.619 10.106
C 9.333 6.986 9.838
N 8.330 7.819 10.194
H 5.197 7.535 10.724
H 6.038 8.871 9.964
H 6.123 5.567 11.426
H 8.109 3.961 10.876
H 10.252 5.050 9.880
H 10.142 7.424 9.307

Results
maximum force = 4.2 eV Å⁻¹
total charge = +1
energy relative to the best compared isomer or geometry (same formula, charge and spin) = 2.2 kcal/mol
frontier orbital gap (alpha / beta) = 7.665 / 7.726 eV
spin multiplicity = 5
highest occupied orbital energy (alpha / beta) = -10.6 / -10.6 eV